{
  "formula": "C4H7FOS",
  "method": "the ωB97M-V functional and the def2-TZVPD basis",
  "e_above_lowest_kj_mol": 262.9,
  "energy_ev": -19858.4087,
  "homo_lumo_gap_ev": [7.360, 7.730],
  "charge": 0,
  "elements": ["C", "C", "C", "C", "O", "F", "S", "H", "H", "H", "H", "H", "H", "H"],
  "xyz": [[1.119407, -0.670317, 1.099251], [0.566935, 0.081904, 0.118427], [1.324384, -0.081874, -1.193474], [-0.468893, 1.042485, 0.353700], [-3.658098, 0.559123, 0.125553], [-2.261440, -1.561206, 0.555730], [-2.511712, -0.180964, -0.406139], [0.556209, -0.598966, 1.993854], [2.075100, -1.181912, 1.136430], [1.041623, -1.050061, -1.599669], [2.378448, -0.170423, -0.958907], [1.196975, 0.735157, -2.037884], [-0.361406, 1.763920, -0.418729], [-0.997537, 1.313140, 1.231856]],
  "forces_ev_per_angstrom": [[-1.090, 0.975, 0.408], [2.380, -0.947, 0.643], [-0.747, 1.592, -1.693], [-1.087, -1.883, -2.156], [0.917, -0.578, -0.150], [-0.091, 1.510, -0.695], [0.468, 0.065, 1.021], [-0.056, -0.314, 1.224], [-0.319, -0.128, -0.537], [-0.133, 0.054, -0.381], [0.201, 0.197, -0.101], [0.063, -1.535, 1.844], [-0.722, 1.034, -0.409], [0.216, -0.042, 0.981]],
  "mulliken_charge": [-0.965, 1.158, -1.185, -1.290, -0.456, -0.282, 0.632, 0.277, 0.330, 0.297, 0.359, 0.305, 0.339, 0.480]
}